The following is a quantum chemistry calculation of a molecular structure, C47H40I2NNaO3S2Se2, from the Open Molecules 2025 dataset.

CARTESIAN COORDINATES (ANGSTROEM)
Na: 2.2563 -0.3153 -0.8788
C: -0.3483 7.0294 2.4434
C: -0.2029 5.6871 1.7713
C: 0.0887 4.5427 2.5134
C: 0.2234 3.3066 1.9036
C: 0.0621 3.2210 0.5315
C: -0.1985 4.3451 -0.2414
C: -0.3397 5.5729 0.3883
S: 0.1738 1.6382 -0.2702
O: 1.1618 0.8268 0.5184
C: -1.5305 1.1169 0.1054
C: -2.4743 1.6579 -0.8071
C: -3.7769 1.2805 -0.7532
C: -4.2073 0.3080 0.1870
C: -5.5445 -0.1695 0.1918
C: -5.9285 -1.1580 1.0503
C: -4.9912 -1.7098 1.9563
C: -3.7029 -1.2564 1.9855
C: -3.2703 -0.2328 1.0970
C: -1.8995 0.2020 1.0580
C: -0.9215 -0.4566 1.9924
C: -0.8784 -0.0989 3.3651
C: -1.7091 0.9248 3.9005
C: -1.6326 1.2596 5.2194
C: -0.7264 0.5875 6.0790
C: 0.0857 -0.3918 5.5898
C: 0.0394 -0.7589 4.2177
C: 0.9035 -1.7498 3.6834
C: 0.8636 -2.0707 2.3586
C: -0.0760 -1.4274 1.5326
S: -0.0055 -1.6929 -0.2383
O: 1.3265 -2.3529 -0.4982
C: -1.2900 -2.9027 -0.3553
C: -2.3927 -2.5678 -1.1252
C: -3.4436 -3.4697 -1.2321
C: -3.3911 -4.7024 -0.5876
C: -4.5479 -5.6655 -0.6742
C: -2.2563 -5.0220 0.1649
C: -1.2075 -4.1284 0.2917
H: -0.3658 6.9299 3.5292
H: -1.2693 7.5251 2.1314
H: 0.4827 7.6879 2.1801
H: 0.2144 4.6204 3.5882
H: 0.4601 2.4158 2.4815
H: -0.2825 4.2611 -1.3211
H: -0.5433 6.4601 -0.2036
H: -2.1405 2.3621 -1.5633
H: -4.4972 1.6949 -1.4518
H: -6.2534 0.2608 -0.5099
H: -6.9488 -1.5256 1.0383
H: -5.2983 -2.5011 2.6327
H: -2.9955 -1.6879 2.6836
H: -2.4009 1.4398 3.2423
H: -2.2654 2.0453 5.6153
H: -0.6822 0.8562 7.1280
H: 0.7841 -0.9058 6.2424
H: 1.6132 -2.2365 4.3440
H: 1.5526 -2.7848 1.9191
H: -2.4288 -1.6037 -1.6293
H: -4.3130 -3.2135 -1.8290
H: -5.1229 -5.5134 -1.5884
H: -5.2274 -5.5236 0.1711
H: -4.2060 -6.7012 -0.6503
H: -2.2001 -5.9854 0.6618
H: -0.3311 -4.3806 0.8820
C: 0.7285 3.1981 -4.4824
Se: -0.3020 1.6009 -4.0859
C: 0.7104 0.4735 -5.3184
C: 0.3994 -0.9975 -5.1407
Se: 1.0718 -1.6546 -3.4333
C: 0.2419 -3.4062 -3.5957
H: 1.7793 2.9926 -4.2826
H: 0.3813 3.9950 -3.8281
H: 0.5847 3.4925 -5.5187
H: 1.7631 0.6678 -5.1250
H: 0.4646 0.7955 -6.3271
H: 0.9009 -1.5724 -5.9164
H: -0.6692 -1.1955 -5.1957
H: -0.8385 -3.3559 -3.4845
H: 0.6612 -4.0229 -2.8036
H: 0.4997 -3.8344 -4.5614
I: 4.9291 0.6693 -5.1970
C: 5.5712 0.3364 -3.2412
C: 6.9537 0.2799 -3.0044
C: 7.4458 0.0787 -1.7443
I: 9.5216 0.0137 -1.4940
C: 6.5592 -0.0788 -0.6482
C: 6.9712 -0.2762 0.6915
C: 6.0505 -0.4042 1.6907
C: 4.6877 -0.3467 1.3622
N: 4.2617 -0.1738 0.1335
C: 5.1609 -0.0299 -0.8858
C: 4.5948 0.1945 -2.2324
O: 3.3416 0.2710 -2.4224
H: 7.6366 0.4044 -3.8339
H: 8.0294 -0.3206 0.9132
H: 6.3566 -0.5511 2.7192
H: 3.9256 -0.4459 2.1332

Forces on atoms 1 to 3 (eV/Å):
-0.251 -0.695 0.366
0.014 -0.055 -0.027
-0.020 0.050 0.020

Properties
- Total charge: 0
- Frontier orbital gap: 6.12 eV
- Energy above the lowest of the compared OMol25 structures with the same formula, charge and spin: 0.00 kcal per mole
- Calculated total energy: -230002.950 eV
- HOMO level: -6.3519 eV

---

The following is a quantum chemistry calculation of a molecular structure, C47H40MgN4P2SSi, from the Open Molecules 2025 dataset.

CARTESIAN COORDINATES (ANGSTROEM)
Mg: -1.2762 -0.3984 1.1037
C: -0.9974 2.6342 3.5418
Si: -0.0515 1.4485 2.3881
C: 0.8801 2.6826 1.2227
C: 1.8136 3.5566 1.7917
C: 2.4312 4.5564 1.0574
C: 2.1213 4.7202 -0.2867
C: 1.2232 3.8540 -0.8863
C: 0.6223 2.8287 -0.1531
P: -0.4439 1.5734 -0.9435
C: 0.7470 0.4489 -1.7699
C: 1.9728 0.8427 -2.3018
C: 2.8175 -0.0864 -2.8887
C: 2.4498 -1.4240 -2.9512
C: 1.2249 -1.8273 -2.4405
C: 0.3786 -0.8936 -1.8568
C: -1.2029 2.4499 -2.3544
C: -1.1238 1.9848 -3.6644
C: -1.8177 2.6257 -4.6840
C: -2.5970 3.7384 -4.4081
C: -2.6837 4.2086 -3.1031
C: -1.9987 3.5656 -2.0860
C: 1.3875 0.7463 3.4374
C: 1.7307 1.2817 4.6857
C: 2.8103 0.8096 5.4141
C: 3.6046 -0.2085 4.8977
C: 3.2946 -0.7500 3.6632
C: 2.1878 -0.2950 2.9441
P: 1.8611 -0.9606 1.2617
C: 1.9389 -2.7724 1.4429
C: 1.7563 -3.4188 2.6619
C: 1.6447 -4.8019 2.7164
C: 1.7119 -5.5575 1.5562
C: 1.8783 -4.9218 0.3329
C: 1.9780 -3.5417 0.2774
C: 3.4486 -0.4987 0.4598
C: 4.4438 -1.3823 0.0539
C: 5.6274 -0.9049 -0.4960
C: 5.8390 0.4582 -0.6299
C: 4.8564 1.3473 -0.2155
C: 3.6689 0.8722 0.3145
H: -0.3922 3.4788 3.8844
H: -1.3758 2.1115 4.4255
H: -1.8564 3.0492 3.0083
H: 2.0640 3.4539 2.8428
H: 3.1459 5.2159 1.5350
H: 2.5815 5.5125 -0.8639
H: 0.9832 3.9729 -1.9372
H: 2.2827 1.8779 -2.2320
H: 3.7748 0.2299 -3.2835
H: 3.1186 -2.1491 -3.3975
H: 0.9227 -2.8660 -2.4968
H: -0.5949 -1.2122 -1.4921
H: -0.5203 1.1164 -3.8966
H: -1.7440 2.2517 -5.6976
H: -3.1355 4.2379 -5.2031
H: -3.2922 5.0750 -2.8769
H: -2.0818 3.9341 -1.0692
H: 1.1315 2.0843 5.1013
H: 3.0430 1.2414 6.3801
H: 4.4659 -0.5661 5.4478
H: 3.9269 -1.5253 3.2441
H: 1.6934 -2.8426 3.5760
H: 1.5084 -5.2885 3.6743
H: 1.6294 -6.6360 1.6024
H: 1.9150 -5.5006 -0.5812
H: 2.0683 -3.0548 -0.6879
H: 4.3147 -2.4482 0.1768
H: 6.3918 -1.6061 -0.8068
H: 6.7670 0.8270 -1.0482
H: 5.0083 2.4156 -0.3106
H: 2.9109 1.5790 0.6316
N: -2.9655 -0.8795 2.7985
N: -3.3424 -2.1784 3.1372
C: -2.7897 -3.2345 2.4831
N: -3.3671 -4.4224 2.7878
S: -1.5308 -3.1476 1.4075
H: -2.8797 -0.3088 3.6293
H: -3.6140 -0.4739 2.1255
H: -4.2689 -2.3030 3.5182
H: -3.8914 -4.5240 3.6413
H: -2.9043 -5.2417 2.4342
N: -8.2927 -0.7940 -6.1803
C: -7.5325 -0.7722 -5.3179
C: -6.5822 -0.7448 -4.2396
C: -6.6317 -1.7192 -3.2446
C: -5.7180 -1.6897 -2.2085
C: -4.7429 -0.6895 -2.1436
C: -4.7043 0.2823 -3.1507
C: -5.6138 0.2568 -4.1897
C: -3.7946 -0.6406 -1.0721
C: -2.9795 -0.4683 -0.1791
H: -7.3855 -2.4936 -3.2909
H: -5.7466 -2.4455 -1.4353
H: -3.9535 1.0608 -3.1010
H: -5.5813 1.0116 -4.9640

Forces on atoms 1 to 3 (eV/Å):
-0.431 -0.200 -0.037
0.112 0.066 0.030
-0.013 0.036 0.122

Properties
- Total charge: 0
- Frontier orbital gap: 6.71 eV
- Energy above the lowest of the compared OMol25 structures with the same formula, charge and spin: 0.65 kcal per mole
- Calculated total energy: -98084.069 eV
- HOMO level: -6.7665 eV

---

The following is a quantum chemistry calculation of a molecular structure, C47H41MoN8S, from the Open Molecules 2025 dataset.

CARTESIAN COORDINATES (ANGSTROEM)
Mo: 0.8891 -0.5021 0.3883
C: 2.9665 1.6481 1.6532
C: 2.1105 1.6464 2.9083
C: 0.6407 1.8486 2.6681
C: -0.0629 2.7605 3.4428
C: -1.4201 2.9365 3.2462
C: -2.0471 2.2056 2.2491
C: -1.2916 1.3263 1.5076
N: 0.0235 1.1317 1.7133
N: 2.9581 0.3511 0.9099
C: 3.7697 -0.6337 1.6910
C: 3.3300 -2.0561 1.5175
C: 4.1827 -3.1138 1.7728
C: 3.6887 -4.4073 1.6960
C: 2.3525 -4.6001 1.3732
C: 1.5625 -3.4967 1.1318
N: 2.0438 -2.2436 1.1953
C: 3.6309 0.5768 -0.4053
C: 3.4914 -0.6336 -1.2770
C: 4.5138 -1.0544 -2.1076
C: 4.3382 -2.2024 -2.8656
C: 3.1516 -2.9091 -2.7434
C: 2.1753 -2.4287 -1.8948
N: 2.3214 -1.2922 -1.1949
H: 4.0038 1.8833 1.9062
H: 2.6247 2.4292 0.9731
H: 2.4636 2.4512 3.5521
H: 2.2561 0.7323 3.4906
H: 0.4629 3.3215 4.2036
H: -1.9766 3.6360 3.8564
H: -3.1029 2.3107 2.0429
H: -1.7462 0.7466 0.7144
H: 3.6805 -0.3890 2.7494
H: 4.8264 -0.5195 1.4415
H: 5.2145 -2.9254 2.0395
H: 4.3357 -5.2525 1.8913
H: 1.9244 -5.5907 1.3122
H: 0.5137 -3.5951 0.8858
H: 4.6841 0.8148 -0.2420
H: 3.1747 1.4356 -0.8950
H: 5.4387 -0.4943 -2.1485
H: 5.1228 -2.5510 -3.5245
H: 2.9797 -3.8240 -3.2928
H: 1.2415 -2.9581 -1.7663
N: -9.0233 -3.6897 1.2918
C: -7.9176 -3.3997 1.1849
C: -6.5352 -3.0285 1.0512
C: -6.1976 -1.8642 0.3643
C: -4.8674 -1.5108 0.2296
C: -3.8680 -2.3006 0.7992
C: -4.2147 -3.4607 1.4928
C: -5.5422 -3.8316 1.6084
C: -2.4501 -1.9008 0.6692
C: -1.9243 -1.7107 -0.6110
C: -2.5602 -2.0216 -1.8288
C: -1.6763 -1.7229 -2.8507
C: -0.5303 -1.2344 -2.2360
N: -0.6289 -1.2368 -0.8853
C: -1.6880 -1.7354 1.8292
C: -2.1187 -1.8811 3.1617
C: -1.0156 -1.6900 3.9804
C: 0.0525 -1.4321 3.1303
N: -0.3242 -1.4455 1.8332
H: -6.9779 -1.2479 -0.0602
H: -4.6039 -0.6059 -0.3045
H: -3.4433 -4.0895 1.9187
H: -5.8158 -4.7395 2.1279
H: -3.5476 -2.4451 -1.9200
H: -1.8269 -1.8399 -3.9116
H: 0.3569 -0.8771 -2.7338
H: -3.1245 -2.1140 3.4719
H: -0.9762 -1.7517 5.0556
H: 1.0778 -1.2410 3.4108
N: 0.7439 1.2102 -0.8523
S: -0.3578 1.7094 -1.9566
C: 0.6186 2.4961 -3.2247
C: 0.1559 3.6261 -3.8816
C: 0.8956 4.1289 -4.9441
C: 2.0672 3.5029 -5.3420
C: 2.5100 2.3608 -4.6838
C: 1.7830 1.8453 -3.6242
C: -1.2408 3.0644 -1.2411
C: -2.6269 2.9832 -1.2706
C: -3.3709 4.0175 -0.7152
C: -2.7245 5.0980 -0.1343
C: -1.3326 5.1671 -0.1111
C: -0.5812 4.1514 -0.6743
H: 1.1889 2.0417 -0.4727
H: -0.7621 4.1142 -3.5819
H: 0.5493 5.0139 -5.4604
H: 2.6349 3.9006 -6.1723
H: 3.4182 1.8690 -5.0063
H: 2.1162 0.9496 -3.1130
H: -3.1166 2.1345 -1.7347
H: -4.4518 3.9833 -0.7478
H: -3.3068 5.9053 0.2907
H: -0.8401 6.0272 0.3228
H: 0.5009 4.2289 -0.7034

Forces on atoms 1 to 3 (eV/Å):
-0.056 0.081 0.003
0.003 -0.034 -0.024
-0.034 -0.006 0.036

Properties
- Multiplicity: 3
- Total charge: +3
- Frontier orbital gap (alpha / beta): 6.99 / 6.35 eV
- Calculated total energy: -73994.183 eV
- Expectation value of S²: 2.02
- HOMO level (alpha / beta): -15.5328 / -15.4959 eV

---

The following is a quantum chemistry calculation of a molecular structure, C47H42CrN3O6P2, from the Open Molecules 2025 dataset.

CARTESIAN COORDINATES (ANGSTROEM)
Cr: -0.7324 -0.2531 -0.8677
C: 3.7927 -2.6429 3.7199
C: 3.5745 -1.1042 3.6036
C: 4.4712 -0.4619 4.6783
C: 2.0998 -0.8040 3.8586
C: 1.5640 -0.7439 5.1363
C: 0.2278 -0.5177 5.3453
C: -0.6230 -0.3000 4.2847
C: -0.1566 -0.3645 2.9813
P: -1.3444 0.0452 1.6632
C: -1.8242 1.8006 1.9217
C: -1.1825 2.7448 1.1246
C: -1.4656 4.0982 1.2742
C: -2.4467 4.4819 2.2200
C: -3.0785 3.5297 3.0249
C: -2.7395 2.2034 2.8941
C: -2.7968 -1.0174 2.0399
C: -4.0964 -0.5462 1.9219
C: -5.1651 -1.3797 2.2213
C: -4.9455 -2.7037 2.5620
C: -3.6540 -3.1889 2.7121
C: -2.5848 -2.3434 2.4403
C: 1.2093 -0.6128 2.8159
O: 1.6269 -0.7041 1.5154
C: 2.9406 -0.4676 1.2560
C: 3.1715 -0.0183 -0.0383
C: 4.4902 0.1749 -0.4428
C: 5.4920 -0.0611 0.4617
C: 5.2376 -0.4489 1.7615
C: 3.9401 -0.6621 2.1948
P: 1.8361 0.4059 -1.1937
C: 2.1491 -0.7120 -2.5841
C: 2.8215 -0.4266 -3.7547
C: 3.0097 -1.4361 -4.6886
C: 2.5236 -2.7182 -4.4699
C: 1.8496 -3.0136 -3.2778
C: 1.6290 -2.0056 -2.3622
C: 2.1056 2.1654 -1.5114
C: 2.2651 2.9421 -0.3549
C: 2.4626 4.3168 -0.4743
C: 2.4177 4.9015 -1.7340
C: 2.2640 4.1273 -2.8609
C: 2.0497 2.7597 -2.7665
H: 3.4493 -2.9561 4.7042
H: 4.8460 -2.8895 3.5971
H: 3.1917 -3.1508 2.9498
H: 4.1634 -0.8455 5.6728
H: 4.3696 0.6231 4.6844
H: 5.5100 -0.7693 4.5380
H: 2.2212 -0.8929 5.9760
H: -0.1619 -0.4901 6.3417
H: -1.6573 -0.0889 4.5048
H: -0.4373 2.4232 0.3934
H: -0.9861 4.8557 0.6592
H: -2.7704 5.4920 2.2770
H: -3.8099 3.8353 3.7525
H: -3.2518 1.4927 3.5373
H: -4.3106 0.4825 1.6404
H: -6.1646 -0.9691 2.1487
H: -5.7987 -3.3401 2.7539
H: -3.5027 -4.2043 3.0846
H: -1.5703 -2.7265 2.6059
H: 4.7471 0.5267 -1.4342
H: 6.5307 0.0887 0.1674
H: 6.0591 -0.6113 2.4320
H: 3.2743 0.5385 -3.9278
H: 3.5822 -1.2298 -5.5540
H: 2.7144 -3.5040 -5.2005
H: 1.5166 -4.0285 -3.0849
H: 1.1405 -2.2495 -1.4188
H: 2.2578 2.5142 0.6522
H: 2.6936 4.9125 0.4054
H: 2.5544 5.9743 -1.8147
H: 2.2758 4.6052 -3.8235
H: 1.9747 2.2261 -3.6980
O: -6.5439 -0.1180 -1.2725
C: -6.1266 -1.3751 -1.2020
O: -6.8498 -2.3243 -1.1350
C: -4.6101 -1.6263 -1.1584
C: -4.0653 -2.8801 -0.9793
N: -2.7449 -2.7429 -0.9055
N: -2.3975 -1.4600 -0.9951
C: -3.5067 -0.7718 -1.1729
C: -3.3146 0.6721 -1.3253
O: -4.2583 1.4161 -1.4800
O: -2.0632 1.0302 -1.1397
H: -5.8664 0.5897 -1.3516
H: -4.6368 -3.7963 -0.9317
H: -2.0877 -3.4683 -0.7094
C: -0.7191 1.3031 -5.9756
N: -0.8097 0.2113 -5.0194
C: -1.0898 -1.1360 -5.4878
C: -0.6440 0.4634 -3.7368
O: -0.6961 -0.4574 -2.8868
H: -1.6720 1.5368 -6.4161
H: -0.0221 1.0333 -6.7774
H: -0.3585 2.2010 -5.4911
H: -0.6958 -1.2874 -6.4856
H: -2.1683 -1.3135 -5.4995
H: -0.6605 -1.8689 -4.7990
H: -0.4288 1.4855 -3.4405

Forces on atoms 1 to 3 (eV/Å):
-0.174 0.048 -0.093
-0.650 0.408 -0.439
0.271 -0.602 0.175

Properties
- Multiplicity: 4
- Total charge: +2
- Frontier orbital gap (alpha / beta): 6.43 / 7.45 eV
- Energy above the lowest of the compared OMol25 structures with the same formula, charge and spin: 2.12 kcal per mole
- Calculated total energy: -113164.368 eV
- Expectation value of S²: 3.82
- HOMO level (alpha / beta): -13.2728 / -13.2728 eV